90
Properties=species:S:1:pos:R:3:forces:R:3:lowdin_charge:R:1 method="wB97M-V/def2-TZVPD" gap_ev="9.008 / 10.600" total_charge=+1 mol_weight_g_mol=593.565 homo_ev="-11.116 / -12.581" multiplicity=2
Ti 0.31054 -0.37570 -0.26575 0.283 -0.300 0.006 1.127
O 0.11507 -2.35183 -1.26894 -0.066 0.229 0.064 -0.123
C -1.28381 -2.70820 -1.37334 0.030 0.013 0.017 -0.146
C -1.97280 -2.46279 -0.04986 0.017 0.022 0.000 -0.127
N -1.80463 -1.06057 0.38164 0.088 0.083 -0.082 -0.209
C -1.74609 -0.97720 1.84450 0.022 -0.061 0.087 -0.062
C -0.37019 -1.45940 2.32817 -0.017 0.031 0.042 -0.604
O -0.19293 -1.84092 3.45263 -0.063 -0.026 0.036 0.124
O 0.56717 -1.35851 1.40429 0.037 0.113 -0.172 -0.149
C -2.75330 -0.13285 -0.26446 0.012 0.032 0.004 -0.043
C -1.98132 0.92640 -1.05193 -0.064 0.044 -0.060 -0.569
O -2.35243 2.05829 -1.18555 -0.137 0.008 -0.017 0.130
O -0.84947 0.43917 -1.55448 0.215 -0.101 0.184 -0.149
H 0.56026 -2.97607 -0.67560 -0.013 -0.054 -0.055 0.077
H -1.37440 -3.74957 -1.67744 0.001 -0.044 -0.011 0.139
H -1.67858 -2.07506 -2.16422 -0.011 0.026 -0.025 0.130
H -1.53066 -3.11190 0.70853 0.027 0.007 0.016 0.141
H -3.03194 -2.72682 -0.11918 -0.036 0.000 -0.002 0.146
H -2.52644 -1.55745 2.34043 -0.051 -0.005 -0.004 0.147
H -1.85864 0.06480 2.14849 0.013 0.013 0.003 0.127
H -3.41396 0.34385 0.45691 0.012 0.021 0.027 0.143
H -3.38104 -0.67026 -0.97755 -0.044 -0.013 -0.003 0.142
O 2.26893 -0.28720 -0.76705 -0.348 0.278 0.006 -0.388
P 3.44295 -0.75243 -1.63136 0.087 -0.208 -0.102 0.887
C 3.32401 -2.55240 -1.83585 0.005 0.099 -0.091 -0.344
C 4.44420 -3.18190 -2.69637 -0.034 0.032 -0.040 -0.173
C 4.61897 -4.67135 -2.37431 -0.005 -0.019 0.035 -0.186
C 3.26940 -5.31816 -2.08197 -0.015 -0.013 0.009 -0.180
C 2.64930 -4.72657 -0.80026 0.014 -0.028 -0.004 -0.169
C 3.16470 -3.31023 -0.51274 0.029 0.040 0.025 -0.192
C 3.29042 -0.03715 -3.29913 0.039 -0.031 0.034 -0.320
C 2.73056 1.39297 -3.27937 -0.053 0.037 0.096 -0.198
C 2.46154 1.85339 -4.71162 -0.015 -0.007 -0.011 -0.168
C 3.70942 1.74542 -5.61924 -0.002 0.000 0.004 -0.176
C 4.91020 1.16954 -4.87329 -0.022 -0.012 0.004 -0.201
C 4.56205 -0.15471 -4.19331 0.010 -0.035 0.058 -0.175
C 4.99761 -0.34072 -0.79915 -0.009 -0.058 -0.035 -0.320
C 5.42285 1.11690 -1.00841 -0.008 0.032 0.001 -0.194
C 6.71685 1.40117 -0.24816 0.018 0.034 0.011 -0.166
C 6.60826 1.05881 1.25651 0.009 -0.002 -0.012 -0.176
C 5.24526 0.47258 1.61174 -0.017 -0.007 0.006 -0.194
C 4.89915 -0.71124 0.71276 -0.068 -0.012 0.008 -0.169
H 2.37556 -2.64534 -2.38089 -0.003 -0.030 -0.004 0.117
H 5.39520 -2.66737 -2.54809 0.031 0.004 0.026 0.099
H 4.19095 -3.06326 -3.75228 0.011 0.002 0.013 0.114
H 5.27428 -4.79293 -1.50760 -0.006 -0.004 -0.008 0.119
H 5.11929 -5.16601 -3.20678 -0.017 -0.009 -0.004 0.117
H 3.37446 -6.39826 -1.98372 -0.011 0.001 0.003 0.114
H 2.60478 -5.15271 -2.93578 0.011 0.015 0.012 0.116
H 2.85916 -5.36349 0.05995 0.020 -0.003 -0.007 0.120
H 1.55788 -4.71304 -0.90304 0.006 -0.067 -0.012 0.097
H 4.13164 -3.35860 -0.00654 -0.025 -0.015 -0.003 0.118
H 2.49549 -2.78772 0.17702 0.043 0.006 0.031 0.091
H 2.50433 -0.66418 -3.73946 -0.025 0.001 0.009 0.130
H 3.42648 2.06942 -2.77613 -0.020 -0.004 -0.034 0.108
H 1.79857 1.41825 -2.70936 0.050 -0.007 -0.027 0.095
H 2.08351 2.87623 -4.69465 0.019 -0.001 0.007 0.113
H 1.65061 1.24005 -5.11371 0.009 0.012 -0.004 0.115
H 3.97170 2.72410 -6.02152 -0.005 -0.004 -0.003 0.110
H 3.48970 1.11220 -6.48193 -0.004 -0.008 0.017 0.112
H 5.26098 1.89392 -4.13545 0.026 0.008 0.042 0.102
H 5.74357 1.01112 -5.55926 -0.014 -0.009 -0.007 0.119
H 5.42400 -0.51996 -3.62915 -0.006 0.045 0.016 0.097
H 4.37519 -0.90240 -4.96646 0.017 -0.013 0.007 0.116
H 5.76184 -0.97103 -1.26529 -0.010 0.010 -0.030 0.117
H 4.63204 1.78940 -0.67139 -0.014 0.023 0.023 0.097
H 5.57092 1.31899 -2.06906 0.014 -0.010 -0.026 0.093
H 6.98258 2.44987 -0.38643 0.006 -0.005 0.014 0.113
H 7.52143 0.82295 -0.71003 -0.013 -0.005 0.007 0.115
H 6.79870 1.94444 1.86340 -0.011 0.000 -0.010 0.110
H 7.37986 0.33443 1.52797 -0.008 0.008 -0.011 0.113
H 4.46608 1.23657 1.52736 0.006 0.002 -0.013 0.106
H 5.23376 0.14330 2.65192 0.008 0.005 -0.005 0.120
H 3.89868 -1.06665 0.96708 0.039 0.009 0.016 0.092
H 5.58913 -1.53252 0.91826 0.001 0.004 0.014 0.121
C 1.99081 3.33501 0.07958 0.011 -0.024 0.015 -0.044
C 0.60700 2.74398 -0.07047 -0.009 0.017 0.017 -0.213
O 0.42353 1.55595 0.74739 -0.023 -0.093 -0.093 -0.272
C 0.53690 1.79507 2.17062 0.007 0.010 -0.029 -0.204
C -0.55865 2.69917 2.69124 -0.031 0.010 0.005 -0.041
H 2.17777 4.02999 -0.73961 -0.027 0.007 0.004 0.094
H 2.73357 2.53837 0.03058 0.049 -0.006 -0.016 0.057
H 2.12072 3.88372 1.01234 -0.001 -0.018 -0.005 0.083
H 0.42058 2.41674 -1.08907 0.015 -0.013 -0.012 0.100
H -0.17942 3.45269 0.18263 -0.015 0.028 -0.015 0.125
H 1.52478 2.20897 2.37135 0.033 0.011 0.004 0.123
H 0.50674 0.81623 2.63686 -0.024 -0.048 0.020 0.107
H -0.42839 3.73467 2.37924 0.002 -0.004 0.002 0.081
H -0.55157 2.67971 3.78120 0.015 -0.005 -0.005 0.095
H -1.53990 2.36435 2.34985 0.001 0.003 0.007 0.082